# C41H68O36

A 12-piece molecular cluster, C41H68O36 overall (wB97M-V/def2-TZVPD, the OMol25 dataset).

Geometry as XYZ:
```
145
Properties=species:S:1:pos:R:3
C -1.363 4.862 0.086
C -2.069 3.864 1.010
O -3.271 4.553 1.325
C -3.497 5.504 0.391
O -4.510 6.116 0.337
O -2.436 5.632 -0.442
H -0.850 4.297 -0.693
H -0.656 5.503 0.608
H -1.425 3.698 1.871
H -2.312 2.900 0.573
C -3.958 -3.645 0.752
C -2.498 -3.883 1.123
O -2.619 -4.607 2.353
C -3.794 -4.243 2.932
O -4.099 -4.449 4.054
O -4.606 -3.658 2.011
H -4.306 -4.491 0.151
H -4.066 -2.729 0.174
H -1.923 -2.977 1.304
H -1.986 -4.468 0.362
C 1.497 0.138 2.403
C 0.964 1.321 1.574
O -0.432 1.334 1.919
C -0.764 0.188 2.534
O -1.871 -0.114 2.848
O 0.321 -0.595 2.715
H 2.126 0.449 3.234
H 2.122 -0.462 1.739
H 1.130 1.303 0.504
H 1.412 2.259 1.903
C 2.720 -4.056 1.497
C 3.259 -5.158 2.433
O 4.385 -4.528 3.048
C 4.573 -3.292 2.549
O 5.519 -2.610 2.732
O 3.429 -2.891 1.913
H 1.658 -3.886 1.667
H 2.896 -4.238 0.437
H 3.624 -6.038 1.906
H 2.540 -5.473 3.184
C -3.283 -0.406 -4.654
C -4.626 -0.517 -5.394
O -4.586 0.563 -6.318
C -3.621 1.439 -5.956
O -3.417 2.484 -6.477
O -2.894 0.956 -4.934
H -2.533 -1.024 -5.141
H -3.355 -0.480 -3.576
H -5.516 -0.488 -4.771
H -4.645 -1.475 -5.915
C 1.182 -4.198 -4.352
C -0.143 -4.050 -3.592
O -0.479 -2.687 -3.771
C 0.418 -2.053 -4.559
O 0.339 -0.914 -4.870
O 1.366 -2.923 -4.973
H 1.298 -4.980 -5.096
H 1.997 -4.337 -3.635
H 0.010 -4.200 -2.523
H -0.900 -4.749 -3.944
C 7.105 -4.546 -0.351
C 8.492 -3.968 -0.634
O 8.238 -2.540 -0.567
C 6.917 -2.310 -0.583
O 6.422 -1.235 -0.567
O 6.227 -3.477 -0.699
H 6.966 -4.797 0.700
H 6.942 -5.419 -0.979
H 8.888 -4.159 -1.629
H 9.222 -4.166 0.145
C -4.799 -0.215 1.577
C -4.464 1.201 1.976
O -5.025 2.153 1.050
C -6.113 2.828 1.449
O -6.690 2.690 2.499
O -6.416 3.705 0.496
C -7.512 4.578 0.762
H -4.741 -0.412 0.504
H -5.781 -0.525 1.931
H -4.017 -0.856 2.000
H -3.385 1.363 1.893
H -4.670 1.462 3.012
H -7.270 5.140 1.665
H -8.455 4.045 0.849
H -7.540 5.298 -0.050
C 6.262 4.312 0.170
C 4.844 4.428 0.726
O 3.901 4.375 -0.356
C 3.282 3.212 -0.560
O 3.395 2.252 0.167
O 2.557 3.337 -1.657
C 2.137 2.168 -2.349
H 6.516 5.291 -0.232
H 6.331 3.498 -0.543
H 6.917 4.150 1.028
H 4.679 5.394 1.205
H 4.649 3.709 1.520
H 1.846 1.356 -1.689
H 2.996 1.723 -2.867
H 1.384 2.431 -3.080
C 5.378 2.516 7.292
C 5.301 1.249 6.480
O 5.419 1.636 5.095
C 5.094 0.729 4.182
O 4.490 -0.297 4.384
O 5.524 1.152 3.005
C 5.343 0.299 1.869
H 4.450 3.082 7.162
H 6.193 3.168 6.988
H 5.433 2.304 8.359
H 4.413 0.638 6.617
H 6.191 0.645 6.686
H 4.373 -0.190 1.898
H 6.138 -0.434 1.822
H 5.428 0.932 0.991
C -4.579 3.108 -2.149
C -5.634 2.268 -2.826
O -5.276 0.891 -2.594
C -6.161 -0.069 -2.380
O -7.350 -0.004 -2.531
O -5.473 -1.190 -2.136
C -6.235 -2.386 -2.007
H -4.767 4.183 -2.201
H -3.620 2.951 -2.646
H -4.558 2.893 -1.079
H -5.620 2.436 -3.902
H -6.618 2.444 -2.395
H -6.912 -2.470 -2.861
H -6.824 -2.358 -1.094
H -5.540 -3.216 -2.081
C 2.988 -1.062 -1.434
C 1.645 -1.683 -1.095
O 0.745 -0.605 -0.925
C -0.555 -0.848 -0.743
O -1.061 -1.939 -0.684
O -1.152 0.327 -0.684
C -2.569 0.338 -0.547
H 2.898 -0.459 -2.332
H 3.750 -1.819 -1.629
H 3.372 -0.485 -0.591
H 1.766 -2.295 -0.202
H 1.331 -2.311 -1.931
H -2.879 -0.354 0.233
H -3.077 0.063 -1.476
H -2.912 1.357 -0.404
```

The calculation puts the HOMO-LUMO gap at 10.138 eV. The electronic energy is -117331.1346 eV. The energy relative to the best compared isomer or geometry (same formula, charge and spin) is 0.0 kJ/mol.

---

# C41H70N4O21Y

C41H70N4O21Y as an isolated structure (wB97M-V/def2-TZVPD, the OMol25 dataset).

Geometry as XYZ:
```
137
Properties=species:S:1:pos:R:3
C -3.488 -2.516 10.814
C -4.823 -1.888 10.366
C -5.695 -1.311 11.454
O -6.801 -0.742 10.757
C -7.879 -0.293 11.562
N -4.419 -0.748 9.350
H -3.789 -0.013 9.643
H -4.068 -1.122 8.477
H -5.346 -0.355 9.232
H -3.599 -3.316 11.546
H -2.942 -1.712 11.311
H -2.843 -2.866 10.008
H -5.364 -2.658 9.817
H -5.088 -0.657 12.088
H -6.066 -2.154 12.039
H -7.631 0.609 12.123
H -8.257 -1.024 12.277
H -8.640 -0.086 10.810
Y -3.110 2.467 13.724
C -6.854 1.600 16.601
C -6.293 2.081 15.254
O -4.899 1.894 15.158
H -6.411 0.639 16.860
H -7.937 1.490 16.650
H -6.681 2.317 17.405
H -6.598 3.071 14.910
H -6.789 1.472 14.495
C -10.895 -2.049 14.813
O -9.741 -1.390 14.342
C -8.538 -1.571 15.152
C -7.869 -2.924 14.876
O -8.726 -3.945 15.398
C -8.227 -5.187 14.919
H -11.707 -1.806 14.128
H -11.125 -1.757 15.838
H -10.856 -3.137 14.744
H -8.745 -1.411 16.211
H -7.725 -0.920 14.826
H -6.893 -2.909 15.363
H -7.830 -3.040 13.792
H -8.910 -5.516 14.135
H -8.323 -5.939 15.702
H -7.202 -5.291 14.561
C -3.138 -4.278 22.463
O -3.672 -3.002 21.976
C -4.914 -2.523 22.570
C -6.126 -2.729 21.598
O -6.707 -1.588 20.939
C -5.783 -0.946 20.137
H -3.068 -4.377 23.545
H -2.130 -4.250 22.047
H -3.545 -5.097 21.868
H -4.940 -1.471 22.854
H -5.076 -3.085 23.490
H -6.901 -3.050 22.296
H -6.037 -3.598 20.944
H -5.092 -0.243 20.607
H -6.470 -0.346 19.538
H -5.229 -1.534 19.404
C -4.942 5.512 13.471
O -4.425 4.441 13.739
N -5.015 6.080 12.216
C -5.684 7.383 12.127
C -4.432 5.558 10.956
H -5.461 6.123 14.224
H -5.605 7.787 11.119
H -5.470 8.249 12.755
H -6.755 7.404 12.333
H -5.227 5.316 10.250
H -3.804 6.246 10.390
H -3.846 4.647 11.081
C -7.948 6.293 17.649
O -6.927 7.026 17.510
N -8.745 5.895 16.605
C -9.774 4.966 16.896
C -8.609 6.394 15.286
H -8.224 5.684 18.523
H -9.453 3.936 16.737
H -10.589 5.171 16.202
H -10.086 5.080 17.934
H -9.498 6.957 14.994
H -7.791 7.113 15.264
H -8.630 5.581 14.558
C -11.323 2.204 15.152
O -11.975 2.683 16.036
N -11.713 2.179 13.853
C -10.854 1.523 12.936
C -12.858 2.840 13.234
H -10.449 1.547 15.289
H -10.458 2.254 12.229
H -11.422 0.763 12.397
H -10.002 0.965 13.324
H -13.451 3.446 13.919
H -12.528 3.591 12.514
H -13.564 2.189 12.717
C -8.953 2.693 19.842
C -9.271 3.603 20.800
C -10.106 3.225 22.026
O -10.493 3.978 22.901
C -10.491 1.838 22.114
C -10.192 0.960 21.118
C -9.397 1.259 19.883
O -9.066 0.404 19.031
O -10.499 -0.340 21.192
O -8.956 4.961 20.744
H -8.375 2.973 18.973
H -10.981 1.593 23.045
H -10.327 -0.777 20.353
H -9.153 5.494 21.520
C -3.324 -2.939 16.752
C -3.679 -1.639 16.815
C -3.121 -0.670 17.768
O -3.180 0.528 17.769
C -2.161 -1.332 18.687
C -1.838 -2.679 18.721
C -2.280 -3.566 17.570
O -1.850 -4.719 17.314
O -1.034 -3.225 19.622
O -4.550 -1.051 15.889
H -3.806 -3.534 15.990
H -1.732 -0.780 19.511
H -0.583 -4.015 19.310
H -4.650 -0.100 15.987
C -5.518 5.099 20.523
C -4.943 6.381 20.462
C -4.025 6.874 19.404
O -3.579 7.993 19.336
C -3.696 5.862 18.389
C -4.216 4.594 18.453
C -5.238 4.103 19.481
O -5.733 2.996 19.579
O -3.958 3.696 17.380
O -5.309 7.304 21.422
H -6.209 4.832 21.309
H -3.011 6.114 17.592
H -4.508 2.921 17.533
H -4.605 7.961 21.430
```

The total charge is +3. The calculation puts the HOMO-LUMO gap at 1.407 eV. The electronic energy is -93616.2696 eV. The energy relative to the best compared isomer or geometry (same formula, charge and spin) is 0.0 kJ/mol.

---

# C41H72F4N2O27S

A 9-piece molecular cluster, C41H72F4N2O27S overall (wB97M-V/def2-TZVPD, the OMol25 dataset).

Geometry as XYZ:
```
147
Properties=species:S:1:pos:R:3
N 1.676 -2.676 4.715
C 0.753 -2.008 4.590
C -0.505 -1.215 4.446
C -1.325 -1.477 5.741
C -2.293 -2.650 5.464
O -3.261 -2.840 6.140
C -0.202 0.280 4.257
C 0.581 0.779 5.410
N 1.166 1.287 6.258
C -1.455 1.194 4.127
C -2.689 0.502 3.542
C -3.890 1.426 3.646
F -4.089 1.823 4.916
F -4.998 0.799 3.259
F -3.732 2.524 2.912
S 0.918 0.406 2.796
O 0.616 -0.607 1.831
O 2.267 0.386 3.285
F 0.702 1.796 2.081
H -1.008 -1.628 3.572
H -1.957 -0.631 6.000
H -0.683 -1.792 6.559
H -2.091 -3.299 4.585
H -1.187 2.013 3.458
H -1.665 1.641 5.096
H -2.574 0.280 2.479
H -2.980 -0.417 4.046
C 1.728 2.751 -1.143
C 0.357 2.120 -1.269
O -0.532 2.943 -2.038
C -0.370 2.877 -3.357
O 0.419 2.182 -3.944
O -1.235 3.716 -3.924
C -1.116 3.804 -5.347
H 1.646 3.763 -0.745
H 2.359 2.161 -0.478
H 2.221 2.817 -2.113
H -0.098 2.033 -0.285
H 0.412 1.120 -1.699
H -1.155 2.819 -5.808
H -0.189 4.309 -5.615
H -1.958 4.394 -5.697
C 3.133 1.996 -5.352
C 4.448 2.734 -5.479
O 5.513 2.039 -4.809
C 6.000 0.992 -5.471
O 5.637 0.611 -6.554
O 6.952 0.431 -4.725
C 7.516 -0.754 -5.290
H 2.901 1.799 -4.307
H 2.321 2.579 -5.782
H 3.176 1.035 -5.865
H 4.385 3.706 -4.993
H 4.714 2.903 -6.522
H 7.862 -0.578 -6.306
H 6.784 -1.561 -5.277
H 8.361 -1.026 -4.664
C -3.680 5.507 8.434
C -2.367 6.260 8.414
O -1.366 5.600 9.201
C -0.784 4.552 8.621
O -1.005 4.143 7.509
O 0.098 4.041 9.477
C 0.769 2.878 8.982
H -4.005 5.337 9.462
H -4.451 6.073 7.911
H -3.582 4.534 7.953
H -2.490 7.242 8.867
H -2.004 6.407 7.397
H 1.225 3.070 8.017
H 0.066 2.050 8.905
H 1.544 2.623 9.699
C 4.371 2.601 2.065
C 4.778 2.560 3.521
O 5.492 3.748 3.897
C 4.733 4.816 4.123
O 3.531 4.862 4.071
O 5.535 5.833 4.446
C 4.854 7.067 4.671
H 5.231 2.796 1.423
H 3.913 1.657 1.776
H 3.653 3.402 1.883
H 5.463 1.733 3.693
H 3.918 2.415 4.174
H 4.056 6.947 5.400
H 4.451 7.451 3.734
H 5.592 7.765 5.056
C 6.490 -7.100 -7.360
C 5.288 -7.036 -8.279
O 4.357 -6.029 -7.861
C 4.685 -4.779 -8.188
O 5.655 -4.441 -8.815
O 3.738 -3.969 -7.719
C 3.982 -2.579 -7.954
H 6.171 -7.232 -6.325
H 7.137 -7.932 -7.638
H 7.072 -6.180 -7.412
H 4.737 -7.974 -8.241
H 5.583 -6.865 -9.314
H 4.176 -2.386 -9.006
H 4.819 -2.234 -7.348
H 3.087 -2.040 -7.655
C 0.578 -4.533 0.929
C -0.375 -5.157 1.927
O -1.744 -4.972 1.537
C -2.186 -5.800 0.591
O -1.561 -6.688 0.076
O -3.456 -5.486 0.332
C -4.052 -6.267 -0.706
H 0.323 -3.484 0.768
H 1.604 -4.592 1.292
H 0.524 -5.038 -0.034
H -0.267 -4.653 2.887
H -0.165 -6.215 2.081
H -3.941 -7.330 -0.510
H -3.608 -6.014 -1.668
H -5.108 -6.012 -0.720
C -0.102 -1.153 -8.563
C -1.165 -0.554 -7.666
O -1.564 0.751 -8.111
C -2.401 0.770 -9.147
O -2.856 -0.188 -9.713
O -2.656 2.046 -9.446
C -3.501 2.223 -10.584
H 0.745 -0.472 -8.661
H 0.252 -2.100 -8.156
H -0.491 -1.334 -9.565
H -0.772 -0.411 -6.660
H -2.036 -1.204 -7.591
H -4.420 1.650 -10.482
H -2.975 1.930 -11.492
H -3.741 3.281 -10.633
C -6.815 -3.443 6.626
C -6.805 -2.020 6.109
O -7.152 -1.961 4.717
C -8.453 -2.058 4.449
O -9.341 -2.153 5.254
O -8.604 -2.004 3.124
C -9.956 -2.145 2.684
H -6.177 -4.075 6.008
H -6.453 -3.477 7.653
H -7.819 -3.865 6.602
H -5.799 -1.610 6.179
H -7.465 -1.376 6.689
H -10.607 -1.433 3.185
H -10.304 -3.161 2.860
H -9.958 -1.944 1.616
```

The calculation puts the HOMO-LUMO gap at 10.619 eV. The electronic energy is -123653.0618 eV.

---

How do the records compare in LUMO energy? In the order shown, they have -0.336 -12.200 -0.173 eV.